(1)
This record from the OMol25 dataset describes a molecular structure, C16H44ClN3O3Ti. The level of theory is ωB97M-V/def2-TZVPD.

XYZ file:
```
68
Properties=species:S:1:pos:R:3
Ti 12.4188 8.9598 12.4984
Cl 11.6380 9.2326 14.4278
C 9.9723 5.9807 18.5313
C 9.2650 7.3242 18.3722
N 9.8240 8.3107 17.3272
C 9.3751 7.7879 15.9694
C 9.1557 9.7113 17.5954
C 9.3299 10.7273 16.4145
C 11.3373 8.4039 17.2663
C 11.9783 9.3662 18.3052
O 11.4637 9.1392 19.5504
C 12.3966 9.5798 20.4955
H 10.9860 6.0229 18.9296
H 9.9492 5.4884 17.5591
H 9.4440 5.2426 19.1348
H 9.2260 7.8397 19.3318
H 8.2613 7.1098 18.0054
H 8.2930 7.6887 15.8833
H 9.8333 6.8014 15.8986
H 9.6342 8.4584 15.1500
H 9.5756 10.2503 18.4446
H 8.0945 9.5925 17.8140
H 10.3939 10.7412 16.1785
H 8.9964 11.6974 16.7829
H 8.7519 10.5443 15.5087
H 11.5874 8.7256 16.2553
H 11.6722 7.3668 17.2887
H 11.9309 10.4453 18.1592
H 13.0442 9.1849 18.1669
H 12.6995 10.6221 20.5956
H 13.2925 8.9592 20.4783
H 12.0426 9.4700 21.5205
C 7.0177 7.2218 12.6265
C 8.2366 7.5316 13.4585
C 9.0965 6.2150 13.7047
O 10.2497 6.6178 14.3306
C 11.0517 5.6007 14.8852
N 9.0653 8.6796 12.8797
H 8.6644 9.6066 12.8869
H 9.8872 8.8404 13.4443
H 9.3502 8.5356 11.9215
H 7.2480 6.6575 11.7228
H 6.3766 7.9979 12.2084
H 6.3239 6.7181 13.2995
H 7.8711 7.7628 14.4590
H 9.4439 5.7037 12.8069
H 8.4653 5.5882 14.3346
H 10.5168 4.9563 15.5829
H 11.9007 6.0434 15.4061
H 11.4179 4.9669 14.0776
C 13.1405 11.9868 13.9370
C 13.9034 11.8033 15.2534
C 13.2297 12.5242 16.4910
O 12.0093 11.9110 16.8102
C 11.2649 12.4479 17.8250
N 13.8650 10.3306 15.4616
H 12.8951 10.0498 15.4805
H 14.4528 9.8245 14.8147
H 14.3430 10.1402 16.3308
H 13.6594 11.6165 13.0529
H 13.1140 13.0644 13.7755
H 12.1145 11.6187 13.9340
H 14.9408 12.0286 15.0062
H 13.1889 13.6094 16.3976
H 13.9046 12.2958 17.3158
H 10.6221 13.3120 17.6571
H 11.9428 12.5903 18.6666
H 10.5350 11.7512 18.2372
```

The electronic energy is -2334.376892 a.u. The energy above the lowest of the compared OMol25 structures with the same formula, charge and spin comes out at 768.88 kJ/mol. For the HOMO-LUMO gap (alpha / beta), the calculation gives 7.62 / 8.38 eV. Its molar mass is 409.866 g mol⁻¹. For the HOMO energy (alpha / beta), the calculation gives -16.161 / -17.853 eV. The total charge is +3. Its multiplicity is 4.

Electronic structure analysis, natural (NBO) charges in units of e: 0.766, -0.569, -0.647, -0.204, -0.236, -0.432, -0.218, -0.649, -0.258, -0.093, -0.535, -0.300, 0.235, 0.194, 0.283, 0.255, 0.216, 0.213, 0.279, 0.208, 0.243, 0.243, 0.224, 0.259, 0.193, 0.206, 0.236, 0.217, 0.167, 0.192, 0.187, 0.233, -0.669, -0.064, -0.079, -0.598, -0.294, -0.722, 0.446, 0.433, 0.441, 0.243, 0.265, 0.263, 0.229, 0.215, 0.215, 0.203, 0.201, 0.223, -0.661, -0.064, -0.067, -0.582, -0.280, -0.707, 0.441, 0.435, 0.435, 0.214, 0.271, 0.221, 0.255, 0.240, 0.184, 0.220, 0.196, 0.188

=====

(2)
This record from the OMol25 dataset describes 2 unconnected molecules or ions with the total composition C13H26Cl2N3O4. The level of theory is ωB97M-V/def2-TZVPD.

XYZ file:
```
48
Properties=species:S:1:pos:R:3
C 4.0782 -3.8268 -2.9942
C 3.3515 -2.6824 -2.3207
Cl 3.6568 -2.4906 -0.6062
C 2.5625 -1.8459 -2.9565
Cl 2.3229 -2.0231 -4.6869
N 1.8775 -0.7373 -2.3739
C 0.9308 -0.9606 -1.2829
C 0.4280 0.4970 -1.1809
O -0.1925 0.7694 -2.4356
C -1.6146 0.9773 -2.3027
C -2.3450 -0.3726 -2.1066
C -2.6666 -0.6560 -0.5992
O -3.5557 -0.4230 -2.8717
N 1.7440 1.1761 -1.3666
C 2.5973 0.3457 -2.0162
N 3.8937 0.6055 -2.2648
H 3.5448 -4.1982 -3.8722
H 4.1599 -4.6470 -2.2742
H 5.0584 -3.4736 -3.3390
H 0.1926 -1.7589 -1.3500
H 1.4083 -1.1026 -0.2963
H -0.1570 0.7682 -0.3001
H -1.7789 1.6579 -1.4538
H -1.9885 1.4680 -3.2073
H -1.7122 -1.1880 -2.4851
H -3.7522 -0.7588 -0.5238
H -2.1335 -1.5652 -0.2892
H -2.3046 0.1481 0.0551
H -3.5234 -1.2502 -3.3670
H 2.1461 1.6063 -0.5350
H 4.1193 1.1495 -3.0869
H 4.6169 0.3280 -1.6177
C -2.2533 1.7468 5.7148
O -1.0177 2.1246 5.1223
C -0.3534 1.0449 4.4909
C -0.5559 1.0759 2.9872
O -1.9120 0.8455 2.6334
C -2.6046 2.0455 2.3183
H -2.8065 2.6562 5.9435
H -2.8566 1.1302 5.0452
H -2.0702 1.2041 6.6470
H -0.6837 0.0885 4.9069
H 0.7145 1.1572 4.7038
H 0.0340 0.2650 2.5402
H -0.2009 2.0251 2.5703
H -2.3168 2.3958 1.3192
H -2.4106 2.8320 3.0494
H -3.6713 1.8264 2.3156
```

The electronic energy is -1896.202583 a.u. For the HOMO-LUMO gap, the calculation gives 7.47 eV. Its molar mass is 359.274 g mol⁻¹. For the HOMO energy, the calculation gives -11.512 eV. The total charge is +1.

Electronic structure analysis, natural (NBO) charges in units of e: -0.659, 0.006, 0.016, 0.077, 0.053, -0.388, -0.243, 0.223, -0.526, -0.086, 0.063, -0.650, -0.714, -0.532, 0.769, -0.901, 0.255, 0.247, 0.250, 0.258, 0.214, 0.236, 0.170, 0.228, 0.162, 0.255, 0.204, 0.204, 0.480, 0.428, 0.448, 0.447, -0.258, -0.547, -0.088, -0.088, -0.557, -0.258, 0.198, 0.177, 0.176, 0.182, 0.185, 0.163, 0.170, 0.152, 0.194, 0.203

=====

(3)
This record from the OMol25 dataset describes C2H5N3S in the gas phase. The level of theory is ωB97M-V/def2-TZVPD.

XYZ file:
```
11
Properties=species:S:1:pos:R:3
C -0.7568 1.2122 -0.0403
C 1.1172 -0.5375 0.1454
H -3.2980 -1.1464 0.1156
H -0.7374 2.2847 0.0497
H 1.2693 1.4270 -0.4653
H 0.5080 -1.4246 0.5462
H 2.6945 -1.5882 -0.1995
N -1.9209 0.6452 -0.0540
N 0.6073 0.7021 0.1245
N 2.4294 -0.6270 -0.1595
S -1.9127 -0.9475 -0.0629
```

The electronic energy is -641.585896 a.u. The energy above the lowest of the compared OMol25 structures with the same formula, charge and spin comes out at 257.66 kJ/mol. For the HOMO-LUMO gap, the calculation gives 9.20 eV. Its molar mass is 103.150 g mol⁻¹. For the HOMO energy, the calculation gives -8.534 eV. As for the structure (SMILES): [H]/N=C/N/C=N\S.

Electronic structure analysis, natural (NBO) charges in units of e: 0.242, 0.244, 0.125, 0.185, 0.426, 0.203, 0.338, -0.622, -0.639, -0.711, 0.209

=====

(4)
This record from the OMol25 dataset describes C5H5N3 in the gas phase. The level of theory is ωB97M-V/def2-TZVPD.

XYZ file:
```
13
Properties=species:S:1:pos:R:3
C -1.7961 -2.0177 -0.2650
C -0.8007 -1.7822 0.4526
C -0.0376 -0.5663 0.1161
C 1.1822 -0.2827 0.7707
C 1.4029 1.1773 0.6505
H -2.5908 -2.7285 -0.0095
H -2.0528 -1.0032 -0.9051
H -0.4755 -2.4611 1.3300
H 1.6263 -0.9564 1.5593
H 1.9486 1.9869 1.3934
N 0.9523 1.9726 -0.2987
N -0.1136 1.3854 -1.0275
N -0.5758 0.3552 -0.6334
```

The electronic energy is -357.614632 a.u. The energy above the lowest of the compared OMol25 structures with the same formula, charge and spin comes out at 414.79 kJ/mol. For the HOMO-LUMO gap, the calculation gives 8.72 eV. Its molar mass is 107.116 g mol⁻¹. For the HOMO energy, the calculation gives -9.060 eV. As for the structure (SMILES): C=Cc1ccnnn1.

Electronic structure analysis, natural (NBO) charges in units of e: -0.340, -0.264, 0.156, -0.241, 0.032, 0.211, 0.237, 0.216, 0.246, 0.227, -0.291, 0.052, -0.242

=====

(5)
This record from the OMol25 dataset describes 2 unconnected molecules or ions with the total composition CH6NOP. The level of theory is ωB97M-V/def2-TZVPD.

XYZ file:
```
10
Properties=species:S:1:pos:R:3
C -1.2957 0.0252 0.4924
N -0.0810 0.7857 0.2619
O 1.6077 -1.1521 0.2724
P 1.4872 0.4178 -0.1309
H -0.9749 -1.0455 0.6817
H -1.8802 0.6154 1.4051
H -1.8384 -0.0987 -0.4635
H -0.4143 1.6467 -0.1136
H 2.3772 -1.6961 0.0399
H 1.0125 0.5015 -2.4453
```

The electronic energy is -512.936460 a.u. The energy above the lowest of the compared OMol25 structures with the same formula, charge and spin comes out at 365.93 kJ/mol. For the HOMO-LUMO gap (alpha / beta), the calculation gives 7.71 / 7.71 eV. Its molar mass is 79.039 g mol⁻¹. For the HOMO energy (alpha / beta), the calculation gives -7.326 / -7.327 eV.

Electronic structure analysis, natural (NBO) charges in units of e: -0.427, -0.985, -1.030, 1.286, 0.220, 0.211, 0.203, 0.407, 0.530, -0.415

=====

(6)
This record from the OMol25 dataset describes 9 unconnected molecules or ions with the total composition C3H24NO9S. The level of theory is ωB97M-V/def2-TZVPD.

XYZ file:
```
38
Properties=species:S:1:pos:R:3
O -0.3168 0.0775 -0.5879
C 0.6907 -0.0706 -1.2775
C 1.9125 -0.8803 -0.7625
C 3.3558 -0.3478 -1.0092
S 3.1009 1.3040 -1.8349
N 1.6316 -1.1474 0.7175
H 0.8058 0.4166 -2.2392
H 1.7526 -1.7956 -1.2012
H 3.9881 -0.9966 -1.7810
H 4.1518 -0.4786 -0.2683
H 3.4936 1.9555 -0.7714
H 2.5085 -1.4005 1.1655
H 0.9214 -1.9605 0.7919
H 1.2784 -0.2125 1.1595
H -1.8068 2.4834 -1.6994
H -2.4763 3.6697 -1.0077
O -1.6241 3.3726 -1.3585
H -0.7083 -3.8413 1.9706
H -1.5652 -2.5331 1.6312
O -0.6784 -3.1078 1.3540
H -1.7046 0.6191 2.7011
H -0.8267 1.4256 1.8711
O -0.7272 0.6010 2.3610
H -3.5632 0.8357 -2.8126
H -3.8869 0.5648 -1.3213
O -3.3301 1.0016 -1.9339
H -0.9765 3.8132 1.1819
H -0.7140 2.9003 -0.0222
O -0.5512 2.9654 0.9248
H 1.9912 1.5484 2.2679
H 1.0131 2.1060 1.3435
O 1.6979 1.4790 1.3592
H -0.6267 -3.2420 -0.6808
H -0.0765 -3.9613 -1.8488
O 0.0527 -3.2405 -1.3428
H -2.3143 -0.5695 1.0485
H -3.2223 -1.8103 0.6227
O -2.6505 -1.5431 1.2889
```

The electronic energy is -1258.529534 a.u. The energy above the lowest of the compared OMol25 structures with the same formula, charge and spin comes out at 6.23 kJ/mol. For the HOMO-LUMO gap, the calculation gives 9.65 eV. Its molar mass is 250.290 g mol⁻¹. For the HOMO energy, the calculation gives -12.245 eV. The total charge is +1.

Electronic structure analysis, natural (NBO) charges in units of e: -0.554, 0.451, -0.182, -0.567, -0.007, -0.744, 0.167, 0.268, 0.260, 0.261, 0.149, 0.419, 0.492, 0.498, 0.506, 0.485, -0.953, 0.483, 0.516, -1.046, 0.465, 0.492, -0.970, 0.488, 0.480, -0.962, 0.496, 0.512, -1.009, 0.485, 0.507, -0.957, 0.498, 0.472, -0.969, 0.521, 0.486, -0.939

=====

(7)
This record from the OMol25 dataset describes a molecular structure, C28H42NO4PdS2Si. The level of theory is ωB97M-V/def2-TZVPD.

XYZ file:
```
79
Properties=species:S:1:pos:R:3
Pd 1.0620 -1.5763 0.6602
O -0.7991 -2.8074 0.8811
S -2.2343 -2.9313 1.2487
C -2.5881 -1.3119 1.9814
C -2.6796 -0.1799 0.9647
C -2.2942 1.1644 1.5960
C -0.7720 1.3051 1.6689
S 0.1063 1.6527 0.0908
O -0.4380 0.7496 -0.9548
C -0.7339 3.2231 -0.1974
C -0.4386 4.3367 0.5767
C -1.0819 5.5375 0.3198
C -2.0042 5.6255 -0.7169
C -2.2756 4.5125 -1.4994
C -1.6376 3.3050 -1.2428
C -3.2389 -2.7925 -0.2279
C -2.6581 -2.4865 -1.4442
C -3.4781 -2.3653 -2.5596
C -4.8479 -2.5557 -2.4518
C -5.4134 -2.8829 -1.2240
C -4.6057 -3.0108 -0.1055
H -1.7197 -1.1975 2.6366
H -3.4720 -1.4004 2.6200
H -3.6864 -0.1529 0.5450
H -1.9901 -0.3649 0.1447
H -2.7003 1.2165 2.6134
H -2.7319 2.0027 1.0487
H -0.3163 0.3759 2.0215
H -0.4424 2.1028 2.3378
H 0.2973 4.2680 1.3702
H -0.8576 6.4095 0.9216
H -2.5006 6.5661 -0.9202
H -2.9830 4.5843 -2.3164
H -1.8138 2.4186 -1.8408
H -1.5844 -2.3316 -1.5267
H -3.0318 -2.1149 -3.5137
H -5.4793 -2.4575 -3.3259
H -6.4808 -3.0449 -1.1412
H -5.0346 -3.2781 0.8547
C 1.0263 -0.5675 4.9655
C 1.6216 -0.4381 3.5587
C 3.1261 -0.1984 3.6862
C 1.2806 -1.6712 2.7053
H 1.2321 0.3161 5.5798
H 1.4507 -1.4393 5.4727
H -0.0580 -0.7098 4.9269
H 1.1970 0.4630 3.0996
H 3.6184 -1.0971 4.0694
H 3.3345 0.6239 4.3782
H 3.5744 0.0449 2.7260
H 0.3142 -2.0803 3.0378
H 2.0309 -2.4470 2.9104
O 2.1519 1.5110 0.3323
C 3.0161 0.6506 0.2645
C 4.4816 0.9404 -0.0520
C 5.1700 -0.3982 0.1631
C 4.0187 -1.3738 0.4015
O 4.1648 -2.5716 0.5353
N 2.8398 -0.6830 0.4747
H 4.8388 1.7481 0.5870
H 4.5388 1.2871 -1.0843
H 5.7995 -0.4115 1.0551
H 5.7744 -0.7439 -0.6747
C 0.6624 -1.7527 -4.6283
Si 1.1756 -0.7813 -3.0762
C 3.0390 -0.5093 -3.3048
C 0.4041 0.9372 -3.2180
C 0.6900 -1.6369 -1.5692
H 0.9770 -1.2479 -5.5473
H -0.4227 -1.8866 -4.6666
H 1.1142 -2.7490 -4.6193
H 3.2776 -0.0148 -4.2520
H 3.5761 -1.4608 -3.2665
H 3.4153 0.1157 -2.4931
H 0.5388 1.3457 -4.2253
H 0.8649 1.6188 -2.4984
H -0.6641 0.9086 -2.9908
H 0.4535 -2.7027 -1.6196
H -0.0660 -1.0519 -1.0371
```

The electronic energy is -2661.522477 a.u. The energy above the lowest of the compared OMol25 structures with the same formula, charge and spin comes out at 430.36 kJ/mol. For the HOMO-LUMO gap, the calculation gives 5.57 eV. Its molar mass is 655.287 g mol⁻¹. For the HOMO energy, the calculation gives -3.296 eV. The total charge is -1.

Electronic structure analysis, Mulliken charges in units of e: 0.299, -0.304, -0.219, -0.243, 0.060, -1.424, 0.183, 1.619, -0.990, 0.304, -0.505, -0.775, -0.432, -0.826, -0.022, 0.347, 0.096, -0.637, -0.555, -0.480, -0.540, -0.215, 0.473, 0.605, -0.310, 0.433, 0.364, -1.093, 1.061, 0.349, 0.375, 0.356, 0.399, 0.196, 0.380, 0.439, 0.381, 0.376, 0.363, -1.880, 2.206, -1.534, -1.829, 0.415, 0.370, 0.348, -0.357, 0.399, 0.399, 0.109, 0.502, 0.539, -0.656, -0.433, -0.882, -0.646, -0.295, -0.681, 1.714, 0.459, 0.383, 0.309, 0.350, -1.069, -0.202, -0.616, -0.591, 2.316, 0.274, 0.168, 0.302, 0.392, 0.276, -0.207, 0.512, 0.196, -0.052, 0.699, -2.592